(1)
Computed, not measured: a structure of composition C5H16N2O in a non-equilibrium geometry, with ωB97M-V/def2-TZVPD.

Structure (ORCA input):
```
! wB97M-V def2-TZVPD RIJCOSX def2/J DEFGRID3
* xyz 0 1
C -0.763 -0.926 -0.608
C 1.996 0.058 -0.438
C 0.892 -0.403 1.692
C -0.497 -2.383 -0.341
N 0.737 -0.005 0.298
N -1.860 -0.307 -0.199
H -0.423 -0.601 -1.590
H -1.588 1.182 -0.018
H -2.305 -0.763 0.595
H 2.420 -0.944 -0.530
H 2.727 0.696 0.069
H 1.798 0.475 -1.424
H 1.518 0.306 2.246
H 1.347 -1.392 1.746
H -0.091 -0.432 2.159
H -1.070 -2.979 -1.052
H -0.794 -2.659 0.671
H 0.556 -2.623 -0.479
C -1.131 2.417 -0.112
O -0.364 2.416 -1.350
H -0.897 1.944 -1.998
H -0.485 2.913 0.620
H -2.000 3.081 -0.221
H 0.276 0.930 0.262
*
```

Calculated values
Energy = -384.73705 hartree
Frontier orbital gap = 8.49 eV
Energy relative to the best compared isomer or geometry (same formula, charge and spin) = 3.2934 eV

Atom charges from the natural (NBO) analysis, given in e for atoms 1 to 5: atom 1 (C): 0.220, atom 2 (C): -0.417, atom 3 (C): -0.420, atom 4 (C): -0.671, atom 5 (N): -0.557

=====

(2)
Computed, not measured: a cluster of 2 separate species, C21H19N4O8 in total in a non-equilibrium geometry, with ωB97M-V/def2-TZVPD.

Structure (ORCA input):
```
! wB97M-V def2-TZVPD RIJCOSX def2/J DEFGRID3
* xyz -1 1
C 5.566 -0.668 -0.782
O 5.171 0.622 -0.383
C 3.834 0.738 -0.018
C 3.399 1.939 0.555
C 2.107 2.103 0.980
C 1.177 1.062 0.868
C -0.171 1.195 1.408
C -0.855 0.276 2.138
C -2.227 0.601 2.532
O -2.729 1.667 2.226
N -2.950 -0.338 3.272
C -4.337 -0.062 3.544
C -2.397 -1.531 3.746
O -3.045 -2.296 4.433
N -1.070 -1.810 3.418
C -0.457 -2.968 4.018
C -0.269 -0.975 2.633
O 0.881 -1.307 2.414
C 1.603 -0.118 0.248
C 2.891 -0.281 -0.176
H 6.647 -0.671 -0.931
H 5.319 -1.385 0.002
H 5.079 -0.930 -1.722
H 4.123 2.722 0.680
H 1.812 3.015 1.469
H -0.688 2.127 1.226
H -4.758 -0.853 4.164
H -4.426 0.892 4.060
H -4.881 -0.010 2.602
H 0.577 -3.058 3.682
H -0.475 -2.852 5.100
H -1.010 -3.864 3.745
H 0.910 -0.940 0.183
H 3.187 -1.218 -0.605
O -1.256 3.773 -3.276
N -0.746 3.179 -4.231
O -0.317 3.749 -5.238
C -0.635 1.730 -4.157
C 0.160 1.045 -5.062
C 0.371 -0.310 -4.900
C -0.207 -0.980 -3.853
C -1.083 -0.318 -2.959
C -1.721 -1.012 -1.929
N -2.724 -0.488 -1.090
O -3.197 -1.230 -0.207
O -3.112 0.682 -1.246
C -1.275 1.062 -3.146
H 0.602 1.584 -5.887
H 0.994 -0.842 -5.603
H -0.008 -2.029 -3.716
H -1.476 -2.038 -1.754
H -1.909 1.619 -2.476
*
```

Calculated values
Energy = -1632.50202 hartree
Frontier orbital gap = 5.46 eV
Energy relative to the best compared isomer or geometry (same formula, charge and spin) = 0.0917 eV

Atom charges from the natural (NBO) analysis, given in e for atoms 1 to 5: atom 1 (C): -0.250, atom 2 (O): -0.497, atom 3 (C): 0.322, atom 4 (C): -0.280, atom 5 (C): -0.146

=====

(3)
Computed, not measured: a cluster of 10 separate species, C48H113N3O10 in total in a non-equilibrium geometry, with ωB97M-V/def2-TZVPD.

Structure (ORCA input):
```
! wB97M-V def2-TZVPD RIJCOSX def2/J DEFGRID3
* xyz 0 1
C -0.586 -0.176 4.280
C -0.620 -1.669 4.629
C -1.996 -2.258 4.893
O 0.023 -2.411 3.574
H 0.460 0.113 4.213
H -1.223 0.324 5.016
H -1.065 0.046 3.323
H 0.043 -1.868 5.474
H -2.410 -1.897 5.834
H -1.846 -3.337 4.962
H -2.687 -2.086 4.066
H -0.461 -2.236 2.740
C 2.235 -4.775 5.504
C 2.213 -5.108 4.016
C 0.938 -5.830 3.615
O 2.292 -3.910 3.229
H 1.999 -5.658 6.095
H 1.544 -3.949 5.694
H 3.205 -4.373 5.804
H 3.080 -5.716 3.759
H 0.819 -6.745 4.208
H 0.949 -6.135 2.566
H 0.002 -5.279 3.735
H 1.535 -3.320 3.470
C -3.233 -5.566 1.509
C -3.268 -4.680 0.286
C -4.189 -5.206 -0.816
O -3.711 -3.350 0.625
H -4.259 -5.771 1.840
H -2.670 -5.178 2.354
H -2.853 -6.548 1.217
H -2.272 -4.588 -0.157
H -3.958 -6.243 -1.068
H -4.032 -4.677 -1.756
H -5.204 -5.030 -0.454
H -4.592 -3.410 1.015
C -0.885 -0.029 -0.244
C -0.839 -1.533 0.033
C 0.611 -1.975 0.207
O -1.523 -1.788 1.281
H -1.932 0.253 -0.350
H -0.323 0.281 -1.130
H -0.423 0.582 0.534
H -1.295 -2.105 -0.780
H 0.788 -3.012 0.498
H 1.214 -1.317 0.829
H 1.020 -1.931 -0.815
H -2.299 -2.355 1.105
C 5.984 -3.946 0.018
C 5.008 -3.495 1.107
C 4.243 -2.243 0.798
O 4.086 -4.587 1.214
H 6.741 -3.168 -0.119
H 5.410 -3.996 -0.908
H 6.460 -4.874 0.313
H 5.519 -3.482 2.078
H 4.923 -1.408 0.595
H 3.592 -1.907 1.603
H 3.668 -2.427 -0.112
H 3.366 -4.358 1.833
C -1.733 3.045 -3.588
C -3.045 2.432 -4.029
C -2.923 0.935 -4.247
O -4.089 2.683 -3.078
H -1.812 4.014 -3.092
H -0.942 2.980 -4.331
H -1.400 2.449 -2.718
H -3.410 2.945 -4.923
H -2.752 0.476 -3.266
H -2.138 0.634 -4.947
H -3.786 0.394 -4.645
H -3.715 2.470 -2.212
C -4.781 1.067 -0.396
C -5.175 -0.041 0.570
C -4.368 -0.010 1.849
O -6.557 -0.062 0.879
H -5.026 0.788 -1.422
H -3.714 1.290 -0.418
H -5.295 1.973 -0.061
H -4.907 -0.983 0.067
H -4.512 0.934 2.383
H -3.317 -0.069 1.570
H -4.622 -0.836 2.513
H -7.087 -0.021 0.077
C 4.212 -4.030 -5.746
C 3.105 -3.549 -4.824
C 3.740 -2.612 -3.790
C 2.788 -1.784 -2.950
C 1.825 -1.050 -3.846
C 1.109 -1.943 -4.868
N 2.099 -2.770 -5.535
O 1.567 -3.467 -6.634
C -0.087 -2.638 -4.198
C 0.489 -1.024 -5.942
C 2.543 -4.797 -4.103
H 4.916 -4.679 -5.236
H 4.750 -3.203 -6.223
H 3.748 -4.504 -6.616
H 4.372 -3.218 -3.127
H 4.515 -1.981 -4.242
H 3.375 -1.080 -2.359
H 2.214 -2.417 -2.264
H 2.374 -0.266 -4.375
H 1.055 -0.621 -3.197
H -0.415 -3.470 -4.838
H 0.119 -3.154 -3.255
H -0.981 -2.022 -4.110
H 0.012 -0.152 -5.490
H 1.285 -0.619 -6.574
H -0.251 -1.532 -6.557
H 2.255 -5.498 -4.894
H 1.671 -4.564 -3.495
H 3.298 -5.332 -3.529
H 1.866 -3.000 -7.423
C 4.174 1.958 -2.168
C 3.060 3.020 -2.186
C 1.909 2.623 -1.258
C 2.363 2.776 0.206
C 2.664 4.233 0.544
C 3.709 4.840 -0.404
N 3.519 4.359 -1.776
O 4.579 4.788 -2.593
C 3.506 6.359 -0.442
C 5.098 4.487 0.163
C 2.524 3.128 -3.624
H 5.152 2.341 -2.468
H 4.309 1.553 -1.167
H 3.950 1.172 -2.889
H 0.980 3.173 -1.423
H 1.657 1.559 -1.273
H 1.662 2.312 0.901
H 3.319 2.260 0.332
H 2.958 4.334 1.591
H 1.694 4.747 0.528
H 4.248 6.843 -1.076
H 3.611 6.747 0.575
H 2.507 6.634 -0.781
H 5.282 4.775 1.197
H 5.942 4.877 -0.408
H 5.187 3.401 0.057
H 3.344 3.255 -4.325
H 1.955 2.201 -3.748
H 1.751 3.888 -3.754
H 4.227 5.523 -3.108
C -1.199 2.775 2.127
C -2.023 4.038 2.383
C -3.062 4.106 1.246
C -4.330 4.876 1.627
C -4.832 4.359 2.973
C -3.836 4.522 4.126
N -2.612 3.834 3.710
O -1.643 3.770 4.728
C -3.609 6.008 4.444
C -4.400 3.839 5.356
C -1.080 5.246 2.324
H -1.902 1.937 2.089
H -0.427 2.547 2.861
H -0.703 2.754 1.150
H -2.639 4.595 0.366
H -3.360 3.102 0.942
H -5.144 4.794 0.904
H -4.089 5.944 1.637
H -5.080 3.296 2.866
H -5.811 4.770 3.238
H -3.552 6.580 3.518
H -4.519 6.376 4.931
H -2.773 6.173 5.120
H -4.343 2.751 5.206
H -4.037 4.124 6.338
H -5.494 3.923 5.340
H -1.586 6.187 2.559
H -0.565 5.423 1.378
H -0.315 5.137 3.097
H -1.661 2.850 5.016
*
```

Calculated values
Energy = -2813.18792 hartree
Frontier orbital gap = 8.61 eV
Energy relative to the best compared isomer or geometry (same formula, charge and spin) = 0.0000 eV

Atom charges from the Mulliken analysis, given in e for atoms 1 to 5: atom 1 (C): -0.856, atom 2 (C): 0.488, atom 3 (C): -1.388, atom 4 (O): -0.432, atom 5 (H): 0.340

=====

(4)
Computed, not measured: a cluster of 2 separate species, C5H10O2 in total in a non-equilibrium geometry, with ωB97M-V/def2-TZVPD.

Structure (ORCA input):
```
! wB97M-V def2-TZVPD RIJCOSX def2/J DEFGRID3
* xyz 1 2
C 1.721 0.706 1.745
C -0.267 -0.575 -2.431
C -0.446 -0.035 -1.189
O -1.395 0.893 -0.943
C 0.376 -0.247 0.007
C 0.550 0.827 0.826
H 1.461 0.599 2.803
H 2.357 -0.128 1.433
H 2.334 1.622 1.671
H -0.994 -0.441 -3.231
H 0.667 -1.060 -2.621
H -1.977 1.086 -1.692
H 0.724 -1.255 0.120
H 0.153 1.807 0.703
H -2.324 -1.502 0.410
H -1.341 -0.715 1.353
O -1.600 -1.583 1.038
*
```

Calculated values
Energy = -346.62169 hartree
Frontier orbital gap (alpha / beta) = 9.88 / 6.50 eV
<S²> = 0.779
Energy relative to the best compared isomer or geometry (same formula, charge and spin) = 1.0447 eV

Atom charges from the natural (NBO) analysis, given in e for atoms 1 to 5: atom 1 (C): -0.682, atom 2 (C): -0.175, atom 3 (C): 0.384, atom 4 (O): -0.608, atom 5 (C): -0.244